This record from the OMol25 dataset describes C35H38BCl2F5N10O3PPtS2Te as an isolated structure at a distorted geometry. The level of theory is ωB97M-V with the def2-TZVPD basis set.

As for the spin multiplicity: 5. For the HOMO-LUMO gap (alpha / beta), the calculation gives 6.82 / 5.11 eV. The relative energy (zero: lowest compared OMol25 entry of this formula, charge and spin) is 26.2 kcal/mol. As for the net charge: -1.

Geometry (Å):
Pt1 0.07552 -0.71476 -0.49808
C1 -2.02757 2.11737 -3.40463
N1 -2.16177 0.71336 -3.76662
C2 -3.19619 0.19358 -4.51888
C3 -2.90344 -1.10696 -4.72087
N2 -1.69464 -1.37914 -4.11900
B1 -1.00518 -2.79683 -4.14104
N3 -1.45820 -3.54832 -2.83891
C4 -2.70060 -4.08789 -2.64564
C5 -2.75265 -4.60125 -1.39629
N4 -1.52994 -4.37480 -0.82483
C6 -1.17913 -4.75765 0.53457
C7 -0.74292 -3.70943 -1.70594
S1 0.84148 -3.12351 -1.39445
C8 -1.25044 -0.25586 -3.53792
S2 0.28642 0.00791 -2.77553
H1 -2.57401 2.71202 -4.13264
H2 -0.97606 2.39127 -3.41602
H3 -2.42059 2.28461 -2.40358
H4 -4.04952 0.78488 -4.80389
H5 -3.46480 -1.87362 -5.22608
H6 0.18540 -2.67453 -4.14720
H7 -1.44637 -3.39195 -5.10462
H8 -3.47323 -4.02496 -3.39243
H9 -3.56168 -5.06088 -0.85513
H10 -1.60305 -4.04708 1.24042
H11 -0.09776 -4.74582 0.62837
H12 -1.55526 -5.76175 0.72180
C9 -1.86960 4.45783 3.29173
N5 -2.66509 3.81922 2.26402
C10 -2.58760 4.59909 1.03667
N6 -1.21257 4.80915 0.57577
C11 -0.45670 5.43591 1.65245
N7 -0.46631 4.69001 2.91692
C12 0.35700 3.57393 2.96323
P1 -1.15302 1.94460 0.73116
C13 -2.43137 2.38950 2.00713
C14 -0.62744 3.58068 0.01055
H13 -1.89285 3.87051 4.20850
H14 -2.32444 5.43209 3.47576
H15 -3.04021 5.57820 1.21449
H16 -3.15631 4.09073 0.25504
H17 -0.93037 6.40096 1.83640
H18 0.57696 5.59583 1.34813
H19 0.25704 2.94197 3.84405
H20 1.36788 3.71359 2.58383
H21 -2.24208 1.85471 2.93750
H22 -3.35386 1.98534 1.59925
H23 -0.94272 3.48750 -1.02795
H24 0.45705 3.67054 0.01070
O1 0.00254 -2.04840 1.52191
C15 1.24020 -2.02495 1.57094
N8 2.03741 -2.71256 2.44866
C16 3.42802 -2.62578 2.01999
C17 3.29800 -1.51081 0.91835
O2 4.26027 -0.99910 0.38655
N9 1.97779 -1.26641 0.71144
C18 4.37381 -2.18694 3.12783
C19 5.74619 -2.15261 2.88107
C20 6.62535 -1.72166 3.86240
C21 6.14621 -1.32362 5.10677
C22 4.78232 -1.35348 5.35518
C23 3.89952 -1.77987 4.36756
C24 3.88278 -3.95064 1.39741
C25 4.11557 -4.11007 0.03774
C26 4.44350 -5.36173 -0.47616
C27 4.54404 -6.46119 0.36115
C28 4.32434 -6.30700 1.72616
C29 4.00109 -5.05971 2.23652
H25 1.67065 -3.50984 2.94051
H26 6.11512 -2.45227 1.90728
H27 7.68905 -1.69447 3.65542
H28 6.83377 -0.99283 5.87615
H29 4.39829 -1.03546 6.31813
H30 2.83238 -1.78919 4.55540
H31 4.04336 -3.26029 -0.62930
H32 4.61062 -5.47106 -1.54147
H33 4.79455 -7.43494 -0.04285
H34 4.40635 -7.15824 2.39160
H35 3.84243 -4.93746 3.30416
Cl1 2.38420 1.98050 -0.44546
C30 2.36447 1.59909 1.24869
C31 3.55664 1.73082 1.93853
C32 3.61907 1.40346 3.28304
C33 2.48792 0.92907 3.92236
C34 1.30889 0.77482 3.21130
Cl2 -0.08519 0.16138 4.04931
C35 1.18667 1.11646 1.85173
N10 -0.01696 0.88983 1.19893
H36 4.43618 2.06752 1.40453
H37 4.55047 1.50282 3.82712
H38 2.50888 0.66403 4.97252
F1 -5.54889 0.56527 0.99135
Te1 -4.20711 -0.23211 -0.20624
F2 -4.91492 -1.84802 0.46530
F3 -3.18701 -0.39239 1.41675
F4 -5.15084 -0.98967 -1.82019
F5 -2.71538 -1.37874 -0.85679
O3 -1.95781 1.28133 -0.41665

Forces on the atoms, in the same order (eV/Å):
-0.1629 0.6526 -0.1166
-0.1600 -0.0337 0.1422
0.0423 0.2032 -0.2256
0.1170 0.1625 0.3087
0.1727 -0.1459 0.1459
0.1091 -0.0928 -0.0498
-0.0882 0.0011 0.0151
0.1967 0.0457 0.0000
0.0126 0.1428 -0.1225
-0.0387 -0.0057 0.1604
0.0945 -0.0546 0.1057
-0.0163 0.0997 -0.0722
-0.3201 0.0337 -0.1500
-0.3789 0.0032 0.2194
-0.6147 -0.0097 -0.1090
0.2130 -0.4028 0.8603
0.0234 -0.0010 -0.0582
0.0381 0.0021 -0.0207
0.0290 -0.0878 0.0427
0.0671 -0.0265 0.0638
0.0852 0.0326 0.0157
-0.0430 0.0065 -0.0352
-0.0081 0.0731 0.1499
0.0802 -0.0302 0.0041
0.0592 0.0237 -0.0109
-0.0092 0.0364 0.0043
0.0313 0.0229 -0.0071
-0.0284 0.0001 -0.0006
0.0971 -0.2676 -0.0475
0.0594 -0.0096 -0.1291
0.0650 -0.0244 0.0231
-0.0811 -0.1231 0.0553
0.0780 -0.2718 -0.0874
-0.4351 -0.0131 -0.4088
0.2415 0.3813 0.4820
-1.7619 -0.6638 -1.4182
0.3114 0.2326 0.2755
0.3329 0.2181 0.5233
-0.0297 -0.0661 -0.0002
0.0312 0.0977 0.1039
0.0105 0.0321 0.0180
0.0126 0.0025 0.0136
0.0469 0.1000 0.0704
0.0307 -0.0371 -0.0733
-0.1428 0.1752 -0.1877
-0.1736 0.0110 -0.0218
0.0435 0.0337 0.0100
-0.0413 -0.1167 -0.0139
-0.0321 0.0022 -0.0937
0.0134 0.0243 0.0145
0.3599 -0.0093 -0.1532
0.0745 -0.0843 0.0659
-0.0623 0.1201 -0.0390
-0.0243 0.0435 -0.0601
0.1097 0.1249 -0.0039
-0.1121 -0.1228 -0.0457
-0.0750 -0.3529 -0.1662
-0.0452 0.0549 -0.0470
-0.0326 0.0263 -0.0176
-0.0315 0.0074 -0.0131
-0.0398 -0.0056 -0.0392
0.0064 -0.0463 -0.0388
0.0366 -0.1523 0.0669
-0.0916 -0.0070 0.0723
-0.0164 0.0008 -0.0323
-0.0141 0.0370 0.0195
0.0091 0.0200 0.0328
-0.0175 0.0498 -0.0165
-0.0033 0.0030 -0.0135
-0.0375 -0.0493 -0.0665
-0.0021 0.0102 0.0455
-0.0409 -0.0018 0.0090
-0.0128 -0.0010 -0.0213
0.0063 -0.0275 -0.0257
0.0610 0.0052 -0.0103
0.0025 -0.0288 0.0164
-0.0062 0.0073 0.0488
-0.0071 0.0310 0.0080
0.0004 0.0227 -0.0152
0.0215 -0.0137 -0.0311
-0.0623 -0.0479 0.0267
-0.0667 -0.1369 0.0247
0.0274 0.0456 -0.0061
0.0631 0.1027 -0.0449
-0.2382 0.0069 0.0225
0.1555 -0.0494 0.0009
0.0909 0.0348 0.0021
-0.2446 0.0301 0.2573
0.6121 -0.2183 -0.8517
-0.0535 -0.0250 0.0319
-0.0243 -0.0372 -0.0354
-0.0067 0.0391 -0.0817
-0.5876 0.1628 0.1270
0.4749 -0.7399 -0.2509
-0.0558 -0.0307 -0.0254
0.2674 0.1441 0.4545
-0.2735 0.1755 -0.2175
0.4393 -0.2563 -0.2757
1.2872 0.7695 0.9454